(1)
15
Properties=species:S:1:pos:R:3:forces:R:3:lowdin_charge:R:1 method="wB97M-V/def2-TZVPD" orbital_gap_ev=9.7 max_force_ev_per_a=5.6 total_charge=+2
C 9.16266 -3.65919 -6.04953 0.0 -0.8 -0.7 0.1716
N 8.59741 -3.51221 -4.92912 -0.1 -2.6 -0.5 -0.0512
N -10.60112 3.26166 4.92584 -2.7 0.6 1.6 0.1763
N -8.94962 4.13346 6.31233 -1.0 -2.1 -5.1 0.2600
N 8.86853 -2.52398 -4.14279 -0.3 1.9 4.1 0.1108
N -10.10341 3.83977 6.00910 -3.0 -0.2 2.4 -0.1153
H 9.86078 -2.92139 -6.37278 0.4 0.3 -0.4 0.1240
H 8.94845 -4.58872 -6.54481 -0.1 0.1 -0.6 0.1238
H 8.01264 -4.33626 -4.64467 0.3 1.4 0.4 0.2294
H -11.64149 3.11311 5.00929 1.8 0.2 -0.4 0.1800
H -10.15050 2.91946 4.12735 1.6 -0.2 -1.0 0.1316
H -8.84612 4.45517 7.19657 -0.1 1.5 3.7 0.0775
H 8.76367 -2.48391 -3.12322 -0.5 -1.2 -0.8 0.1661
H 9.13004 -1.63107 -4.44981 0.4 0.9 -1.5 0.1254
H -11.05192 3.93410 6.67623 3.3 0.2 -1.2 0.2900

(2)
83
Properties=species:S:1:pos:R:3:forces:R:3:lowdin_spin:R:1 method="wB97M-V/def2-TZVPD" spin_multiplicity=5 orbital_gap_ev="6.1 / 2.7" max_force_ev_per_a=6.2 total_charge=+2
Co 0.17476 -1.21947 2.18541 0.2 0.2 0.3 3.0840
O 1.49925 -0.48955 5.73073 0.4 -0.2 0.2 0.0093
C 0.58102 -0.69159 4.86519 0.2 1.8 -1.7 0.0069
O 0.38620 0.10040 3.88585 0.4 -1.7 0.4 0.0587
C -0.36551 -1.83157 5.03802 -1.7 -0.2 1.4 0.0018
O -0.86615 -2.34477 3.79223 0.5 0.1 0.3 0.0497
C -0.30628 -3.67607 3.65592 0.4 -0.3 1.2 0.0018
C 1.24319 -3.51717 3.66939 -0.1 -0.8 1.4 0.0078
O 2.01986 -4.19984 4.30926 -1.1 0.6 -1.1 0.0147
O 1.52566 -2.41108 3.04564 0.8 1.2 -1.2 0.0987
H 2.23291 0.14923 5.43619 -0.6 -0.5 -0.1 0.0000
H -0.00694 -2.69645 5.60854 0.3 0.7 0.2 0.0007
H -1.23110 -1.39796 5.61526 0.7 -0.4 -0.5 0.0003
H -0.70916 -4.36925 4.40507 0.3 0.5 0.2 0.0007
H -0.66930 -4.04472 2.75286 -0.4 -0.5 -1.7 0.0002
C -7.67268 0.95858 -8.85791 -0.5 0.1 0.4 0.0001
O -7.01281 -0.22433 -8.38721 0.4 0.6 0.8 0.0023
C -6.23069 -0.23640 -7.28915 0.3 0.1 -0.8 0.0025
C -5.76591 0.91518 -6.62641 0.7 -5.9 1.9 0.0007
C -5.00048 0.72394 -5.44007 -2.8 3.2 -4.2 0.0017
C -4.71567 -0.48260 -4.98514 3.2 -2.0 2.5 0.0020
C -4.95526 -1.60482 -5.75822 -3.0 0.9 -2.1 0.0017
C -5.80158 -1.51038 -6.94014 1.4 -1.7 2.9 0.0001
C -3.79120 -0.63426 -3.75681 -3.0 2.0 -3.4 0.0065
N -3.13522 -1.67079 -3.48415 1.8 -2.1 0.8 -0.0014
C -2.49642 -1.35058 -2.32353 0.0 -1.6 0.7 0.0122
C -2.85913 -0.09693 -1.88870 1.3 1.2 2.0 0.0152
N -3.61957 0.38142 -2.84942 -1.9 -0.1 -2.7 0.0026
C -2.46368 0.52870 -0.64765 0.8 -3.7 0.6 0.0016
C -2.78679 1.74927 -0.09842 0.7 0.0 -0.3 0.0223
C -2.32918 2.11279 1.15539 -1.1 0.3 0.6 0.0017
C -1.59655 1.17287 1.86063 0.5 0.7 -0.8 0.0265
N -1.23137 0.01058 1.32695 -0.2 -0.4 1.7 0.0660
C -1.73465 -0.40192 0.17255 0.3 0.4 -1.4 -0.0056
C -1.33541 -1.75296 -0.25688 -0.6 0.9 -0.3 -0.0033
N -0.52947 -2.40980 0.61262 -0.2 -1.7 -0.7 0.0722
C -0.20295 -3.68223 0.27585 1.5 -0.3 -0.7 0.0317
C -0.57287 -4.27048 -0.98275 -0.4 1.8 1.5 0.0015
C -1.36797 -3.55417 -1.83497 -0.3 0.1 -1.9 0.0145
C -1.76781 -2.27229 -1.51645 0.7 1.8 2.2 0.0034
H -8.34772 0.40306 -9.48299 -1.0 0.9 -0.5 0.0000
H -7.04480 1.58197 -9.51220 0.1 -0.2 0.5 0.0001
H -8.20583 1.61120 -8.07207 0.9 -1.3 -1.0 0.0000
H -6.03489 1.74808 -7.08501 -0.7 4.2 -1.2 0.0000
H -4.70157 1.69157 -5.21746 1.2 1.4 2.0 0.0000
H -4.66714 -2.50168 -5.31284 0.4 -1.7 0.1 0.0000
H -6.20061 -2.46133 -7.41427 0.7 1.6 0.4 0.0000
H -4.28270 1.10675 -2.96585 -0.2 1.2 0.7 0.0000
H -3.27922 2.32896 -0.82174 -0.9 1.6 -0.1 0.0012
H -2.60666 3.03699 1.71142 0.3 -0.7 -1.0 0.0000
H -1.17142 1.47265 2.79168 0.2 -0.3 0.6 0.0013
H 0.58758 -4.22719 0.88764 -1.3 0.9 -0.6 0.0012
H -0.19713 -5.18737 -1.31770 0.5 -1.3 0.1 0.0000
H -1.64894 -3.81314 -2.87847 0.4 -0.6 0.9 0.0006
C 2.01789 3.62767 1.68642 0.4 1.1 1.3 0.0004
C 3.20254 3.73886 0.75711 -0.3 0.6 -1.0 0.0018
C 3.34800 2.41252 0.00773 0.4 1.5 -1.7 0.0138
N 3.82795 1.51490 0.99900 -1.6 -2.2 -0.6 0.0091
C 3.11834 0.48540 1.41428 1.2 0.2 1.8 0.0360
S 1.66352 -0.01246 0.64405 0.2 -0.5 0.1 0.2997
N 3.51558 -0.12234 2.59624 -1.8 -1.2 -2.6 0.0063
C 4.29241 0.43909 3.59259 0.7 1.2 2.6 0.0008
O 3.81907 0.51641 4.72150 -0.1 -0.3 -0.5 0.0012
C 5.65620 0.94941 3.32061 -0.6 -1.2 -0.9 0.0004
C 6.28927 0.42915 2.17276 1.0 1.4 1.4 0.0001
C 7.56755 0.90016 1.86941 -0.7 0.4 -0.4 0.0000
C 8.10027 1.91342 2.67864 0.2 -0.7 -0.1 0.0000
C 7.51494 2.29423 3.89111 2.2 1.7 -0.6 0.0000
C 6.29720 1.82767 4.20456 -1.7 -0.7 0.4 0.0001
H 1.92342 4.57171 2.32620 -0.1 -1.4 -0.9 0.0000
H 2.19912 2.76308 2.33342 -0.4 0.3 0.3 0.0000
H 1.11763 3.43292 1.11367 -0.3 0.2 0.0 0.0001
H 4.12410 4.00644 1.29036 -0.1 -0.2 -0.1 0.0009
H 3.02089 4.53356 0.03503 0.1 0.1 -0.1 0.0001
H 4.05325 2.46870 -0.88721 -0.8 -0.1 1.2 0.0004
H 2.34122 2.08985 -0.35594 1.0 0.2 0.2 0.0094
H 4.63923 1.74530 1.52404 0.8 0.4 0.3 0.0004
H 2.95104 -0.96872 2.79052 0.4 0.5 0.6 0.0005
H 5.79159 -0.27345 1.55547 -0.3 -0.6 -0.5 0.0000
H 7.99688 0.53886 0.92823 0.3 0.4 0.6 0.0000
H 9.01055 2.41566 2.42016 0.4 -0.1 -0.3 0.0000
H 8.06696 3.08507 4.47569 -0.9 -1.1 -0.4 0.0000
H 5.80131 2.12790 5.10867 -0.3 0.1 0.2 0.0000

(3)
16
Properties=species:S:1:pos:R:3:forces:R:3:lowdin_charge:R:1 method="wB97M-V/def2-TZVPD" orbital_gap_ev=3.2 max_force_ev_per_a=3.3
C -1.26061 -3.36521 -0.35998 0.9 0.3 -0.3 0.0039
C 1.33261 -1.47655 -0.35077 0.2 -2.4 0.3 -0.6174
O 1.12540 -2.05123 -1.42798 0.4 1.0 0.2 -0.0367
O 1.64041 -1.88887 0.78126 -0.1 1.0 -0.7 0.0199
C -1.51520 -2.08750 0.03676 -2.1 1.1 0.0 -0.0561
S -0.56046 1.45284 -0.62618 2.4 1.2 1.9 0.2732
S 0.86965 2.40534 0.60327 -2.1 -1.9 -1.4 0.4469
C 0.67200 4.17085 0.67605 -0.3 1.4 -0.6 -0.4902
H -0.36005 -3.30300 -0.99088 0.9 -1.6 1.6 0.0588
H -1.93232 -4.24006 -0.31682 -0.4 1.1 -1.2 0.0711
H 1.16763 -0.35440 -0.37492 -0.4 1.0 -0.2 0.0487
H -1.08198 -1.39721 0.77693 1.6 -0.3 -1.2 0.0553
H -2.30662 -1.53111 -0.48846 -1.4 -0.7 1.3 0.0620
H 0.15407 4.47361 1.64696 0.5 -0.3 -1.6 0.0692
H 1.71074 4.48956 0.68994 0.3 0.1 0.6 0.0166
H 0.34473 4.70294 -0.27517 -0.4 -1.0 1.3 0.0747

(4)
53
Properties=species:S:1:pos:R:3:forces:R:3:lowdin_spin:R:1 method="wB97M-V/def2-TZVPD" spin_multiplicity=3 orbital_gap_ev="7.8 / 8.2" max_force_ev_per_a=3.7 total_charge=+1
V -11.30924 -4.90719 -8.54593 0.3 0.2 0.1 1.9237
O -12.25169 -7.83253 -11.15983 -0.4 -0.4 -0.8 0.0120
C -12.34599 -6.88884 -10.41914 0.2 0.4 1.3 0.0070
N -11.60589 -6.66035 -9.30691 1.2 -0.8 0.5 -0.0060
C -10.65277 -7.72028 -8.91487 -1.7 -1.0 -1.5 0.0011
C -9.35641 -7.17819 -8.60046 1.1 2.7 1.0 0.0029
C -8.20901 -7.90657 -8.33962 -0.3 -0.2 -1.1 -0.0005
C -7.00289 -7.28521 -8.18147 -0.7 -1.6 0.9 0.0022
C -6.97420 -5.93800 -8.04861 1.4 0.7 -0.1 0.0001
C -8.10047 -5.23700 -8.17959 -3.6 1.0 -0.4 0.0024
N -9.33069 -5.81383 -8.47078 1.7 -0.7 0.1 -0.0003
C -13.32871 -5.77429 -10.53324 -0.2 1.0 -2.0 0.0064
C -14.30200 -5.74489 -11.53674 0.5 -0.5 2.2 -0.0015
C -15.16035 -4.67373 -11.51136 -0.3 0.5 -1.4 0.0059
C -14.89819 -3.54373 -10.75549 -0.6 -1.1 0.6 -0.0020
C -13.81639 -3.61572 -9.89562 -1.2 2.0 -0.4 0.0051
N -13.05946 -4.68624 -9.79852 1.0 -0.6 0.6 -0.0083
H -11.05579 -8.25893 -8.07149 -0.1 -0.1 0.6 0.0003
H -10.56706 -8.50692 -9.69874 -0.1 0.7 0.2 -0.0004
H -8.18728 -8.96476 -8.44340 -0.4 -0.7 0.1 0.0000
H -6.21026 -7.96823 -7.98791 1.1 0.1 -0.1 0.0001
H -6.09716 -5.37817 -7.84804 0.9 0.2 0.2 0.0000
H -8.14131 -4.16116 -7.98846 0.1 -0.5 -0.4 0.0000
H -14.45334 -6.66335 -12.06026 -0.2 -0.2 -0.6 -0.0002
H -15.97601 -4.68195 -12.21141 -0.4 0.1 0.0 0.0003
H -15.63759 -2.75138 -10.64486 0.5 0.0 -0.4 -0.0003
H -13.69086 -2.65521 -9.36869 0.9 -1.1 0.4 0.0000
F -13.37050 -5.55571 -3.82896 0.7 -0.9 1.5 0.0001
C -13.73909 -5.16868 -4.99558 -0.5 0.1 -0.8 0.0002
F -14.33676 -6.16056 -5.66545 0.4 0.5 0.1 0.0000
F -14.56393 -4.16076 -4.84976 -0.3 0.6 -0.5 0.0001
S -12.22483 -4.68647 -5.94587 0.2 -1.1 -1.3 0.0030
O -11.48158 -5.91378 -6.24809 -0.8 0.5 0.0 0.0139
O -12.73622 -4.13130 -7.24741 0.2 -0.1 1.0 0.0140
N -11.46351 -3.68011 -5.06117 -1.7 0.1 0.5 0.0008
S -10.13188 -3.13835 -5.68317 1.1 -0.6 1.4 0.0011
O -10.02610 -3.60083 -7.04613 -0.1 0.6 -1.4 0.0062
O -9.85239 -1.80479 -5.28563 0.0 -0.3 -0.5 0.0004
C -8.92934 -4.26774 -4.80529 -1.1 0.4 -0.1 0.0002
F -9.23643 -4.11529 -3.52288 0.9 0.0 0.3 0.0000
F -9.09560 -5.54501 -5.12304 0.0 0.1 -0.1 0.0000
F -7.70247 -3.91323 -5.12603 0.5 0.2 0.4 0.0001
S -10.46214 -2.88489 -9.67925 -0.2 0.4 -0.1 -0.0068
C -10.49281 -3.01179 -11.37328 0.6 -0.2 0.4 0.0051
N -10.50453 -1.88464 -12.11428 -0.5 1.5 -0.5 0.0038
C -10.17527 -1.79303 -13.44214 0.1 -1.6 2.3 0.0007
C -9.85688 -2.97830 -14.01604 -0.1 0.1 0.0 0.0024
C -10.03393 -4.16402 -13.30355 -0.8 1.0 2.4 0.0006
N -10.32597 -4.16651 -11.98772 0.1 -1.4 -2.0 0.0041
H -10.75728 -1.04275 -11.60721 0.1 0.0 -0.1 -0.0001
H -10.11478 -0.81251 -13.82445 0.0 0.8 -0.7 0.0000
H -9.47476 -3.03372 -14.98108 0.4 0.1 -1.6 0.0001
H -9.98489 -5.10292 -13.79390 0.3 -0.8 -0.2 0.0000

(5)
14
Properties=species:S:1:pos:R:3:forces:R:3:lowdin_charge:R:1 method="wB97M-V/def2-TZVPD" orbital_gap_ev=10.2 max_force_ev_per_a=0.5
O -1.96304 -1.04669 -0.81742 0.3 0.2 0.4 0.0224
C -1.19250 -0.62630 0.01550 -0.2 -0.1 -0.2 -0.2007
C 0.22749 -0.30041 -0.32484 -0.2 -0.1 -0.2 -0.1779
C 0.88872 0.98678 0.06686 0.1 0.3 -0.3 -0.1940
C 0.46445 1.44709 1.43793 0.0 -0.1 0.1 -0.0187
C 0.80100 0.24695 1.91451 -0.1 0.1 0.2 -0.1016
N 1.33225 -0.29607 0.65901 0.1 -0.2 0.1 0.0314
H -1.11199 -1.38193 -3.05361 0.0 0.0 -0.1 0.0097
H -1.51411 -0.46378 1.05892 0.0 0.0 -0.1 0.1256
H 0.53224 -0.70252 -1.28966 0.0 0.1 0.1 0.1275
H 1.52662 1.51487 -0.63607 -0.1 -0.1 0.1 0.1371
H -0.75313 -1.43341 -3.70483 0.0 0.0 0.0 0.0357
H 0.03873 2.36161 1.82938 0.1 -0.2 0.0 0.0946
H 0.72327 -0.30619 2.84433 0.0 0.1 -0.1 0.1087